Record 1
# C37H83BrI2N3O10

A 10-piece molecular cluster, C37H83BrI2N3O10 overall (ωB97M-V/def2-TZVPD, the OMol25 dataset).

Values from the calculation:
Total charge ... +1
Orbital gap ... 8.58 eV
Largest force on an atom ... 1.7 eV/Å
Highest occupied orbital energy ... -11.377 eV
Electronic energy ... -150894.39397 eV
Spin multiplicity ... 1

Bonds (Å) are listed after each position.
Positions of all 136 atoms, in Å:
1 C -0.29957 1.15969 2.73285  C2 1.520, H36 1.088, H37 1.086, H38 1.085
2 C -0.44211 -0.12553 1.93458  C1 1.520, C3 1.543, H39 1.087, H40 1.083
3 C -1.37779 -0.03884 0.71118  C2 1.543, Br4 1.955, N5 1.477, H41 1.087
4 Br -0.91469 -1.47470 -0.53219  C3 1.955
5 N -1.48378 1.29290 0.08177  C3 1.477, C6 1.419, C23 1.475
6 C -2.84583 1.42514 -0.29199  N5 1.419, N7 1.280, N16 1.374
7 N -3.73033 2.00906 0.42552  C6 1.280, C8 1.469, H42 1.012
8 C -3.46502 2.62316 1.73332  N7 1.469, C9 1.514, H43 1.085, H44 1.081
9 C -3.64286 4.12206 1.61959  C8 1.514, C10 1.399, C15 1.395
10 C -4.85083 4.65448 1.15576  C9 1.399, C11 1.398, H45 1.082
11 C -4.98551 6.03963 1.02133  C10 1.398, C12 1.402, H46 1.079
12 C -3.92139 6.88995 1.35262  C11 1.402, C13 1.395, H47 1.078
13 C -2.72377 6.36190 1.83487  C12 1.395, C14 1.504, C15 1.409
14 C -1.56975 7.26031 2.18434  C13 1.504, H48 1.088, H49 1.083, H50 1.087
15 C -2.58916 4.96620 1.97130  C9 1.395, C13 1.409, H51 1.082
16 N -3.12854 0.93061 -1.54237  C6 1.374, C17 1.473, H52 1.023
17 C -1.91705 1.19104 -2.33949  N16 1.473, C18 1.522, C23 1.579, H53 1.084
18 C -2.13632 2.32451 -3.33137  C17 1.522, I19 2.168, C20 1.547, H54 1.082
19 I -3.42631 1.54321 -4.88827  C18 2.168
20 C -2.75349 3.61211 -2.73631  C18 1.547, C21 1.523, I22 2.170, H55 1.085
21 C -4.26617 3.69111 -2.57515  C20 1.523, H56 1.089, H57 1.087, H58 1.082
22 I -2.18245 5.22720 -4.06776  C20 2.170
23 C -0.86866 1.58584 -1.22656  N5 1.475, C17 1.579, C24 1.516, H59 1.096
24 C 0.60662 1.34991 -1.48422  C23 1.516, C25 1.527, H60 1.086, H61 1.091
25 C 1.51053 2.30312 -0.70646  C24 1.527, C26 1.541, H62 1.091, H63 1.087
26 C 3.00513 1.96562 -0.87423  C25 1.541, C27 1.535, H64 1.091, H65 1.087
27 C 3.71822 1.53582 0.41544  C26 1.535, C28 1.530, H66 1.087, H67 1.090
28 C 2.89570 0.53009 1.22373  C27 1.530, C29 1.531, H68 1.085, H69 1.091
29 C 3.75444 -0.40699 2.07732  C28 1.531, C30 1.530, H70 1.087, H71 1.091
30 C 3.22588 -1.83420 2.23223  C29 1.530, C31 1.522, H72 1.092, H73 1.089
31 C 2.32921 -2.04388 3.44447  C30 1.522, C32 1.539, H74 1.090, H75 1.088
32 C 1.84529 -3.50210 3.53562  C31 1.539, C33 1.510, H76 1.085, H77 1.086
33 C 0.54957 -3.74768 2.80063  C32 1.510, O34 1.424, H78 1.096, H79 1.094
34 O -0.53527 -3.24404 3.57420  C33 1.424, C35 1.409
35 C -1.79030 -3.55906 3.01770  O34 1.409, H80 1.090, H81 1.089, H82 1.093
36 H -1.17659 1.34582 3.34977  C1 1.088
37 H -0.14998 2.03249 2.10385  C1 1.086
38 H 0.56029 1.08764 3.39031  C1 1.085
39 H -0.89791 -0.86484 2.58877  C2 1.087
40 H 0.51572 -0.53000 1.63069  C2 1.083
41 H -2.37069 -0.29590 1.07142  C3 1.087
42 H -4.66343 2.08812 0.04111  N7 1.012
43 H -4.11988 2.19134 2.48318  C8 1.085
44 H -2.43171 2.42816 1.98262  C8 1.081
45 H -5.67360 3.99370 0.91583  C10 1.082
46 H -5.92002 6.42955 0.64793  C11 1.079
47 H -4.05487 7.95322 1.23570  C12 1.078
48 H -0.72366 7.02588 1.54236  C14 1.088
49 H -1.82996 8.30377 2.05618  C14 1.083
50 H -1.25096 7.10965 3.21304  C14 1.087
51 H -1.65267 4.57977 2.35148  C15 1.082
52 H -3.45158 -0.03990 -1.54642  N16 1.023
53 H -1.56244 0.29276 -2.83287  C17 1.084
54 H -1.21363 2.55721 -3.84635  C18 1.082
55 H -2.25116 3.85583 -1.80602  C20 1.085
56 H -4.48075 4.38848 -1.76606  C21 1.089
57 H -4.71012 2.73428 -2.31218  C21 1.087
58 H -4.76438 4.05661 -3.46289  C21 1.082
59 H -0.91231 2.67999 -1.26371  C23 1.096
60 H 0.93293 0.32491 -1.33350  C24 1.086
61 H 0.74834 1.56865 -2.54340  C24 1.091
62 H 1.36639 3.29932 -1.12846  C25 1.091
63 H 1.20618 2.37390 0.33506  C25 1.087
64 H 3.12591 1.18106 -1.62205  C26 1.091
65 H 3.52088 2.83771 -1.26843  C26 1.087
66 H 3.96034 2.43301 0.97895  C27 1.087
67 H 4.66402 1.07537 0.13116  C27 1.090
68 H 2.27832 1.09683 1.91232  C28 1.085
69 H 2.29444 -0.02547 0.50262  C28 1.091
70 H 4.78293 -0.42299 1.72718  C29 1.087
71 H 3.79178 0.03358 3.07487  C29 1.091
72 H 2.66143 -2.15510 1.35363  C30 1.092
73 H 4.07965 -2.49714 2.36291  C30 1.089
74 H 1.43787 -1.41684 3.41774  C31 1.090
75 H 2.85484 -1.82437 4.37182  C31 1.088
76 H 1.64789 -3.75669 4.57183  C32 1.085
77 H 2.60506 -4.17313 3.14605  C32 1.086
78 H 0.54006 -3.29768 1.80135  C33 1.096
79 H 0.41177 -4.82793 2.69502  C33 1.094
80 H -1.70098 -3.93967 2.00060  C35 1.090
81 H -2.31595 -4.28758 3.63268  C35 1.089
82 H -2.41328 -2.66220 2.98238  C35 1.093
83 C 2.46992 4.72980 2.84022  O84 1.423, H85 1.089, H86 1.093, H87 1.093
84 O 2.63668 3.34475 3.12006  C83 1.423, H88 0.965
85 H 1.46325 4.86855 2.44970  C83 1.089
86 H 2.58449 5.33182 3.74474  C83 1.093
87 H 3.18957 5.07012 2.09059  C83 1.093
88 H 3.52919 3.22075 3.46657  O84 0.965
89 C 5.17452 1.46393 5.66604  O90 1.429, H91 1.087, H92 1.092, H93 1.092
90 O 5.62504 2.41129 4.69556  C89 1.429, H94 0.961
91 H 4.23055 1.06229 5.30604  C89 1.087
92 H 5.89238 0.64836 5.77564  C89 1.092
93 H 5.01049 1.94513 6.63263  C89 1.092
94 H 6.45787 2.77864 5.00226  O90 0.961
95 C -3.70605 -2.12064 -7.61075  O96 1.432, H97 1.081, H98 1.092, H99 1.094
96 O -3.94150 -0.76670 -8.01189  C95 1.432, H100 0.960
97 H -4.19141 -2.77464 -8.32081  C95 1.081
98 H -2.63639 -2.33797 -7.60197  C95 1.092
99 H -4.12176 -2.29775 -6.61413  C95 1.094
100 H -3.51106 -0.19390 -7.37329  O96 0.960
101 C 2.75852 -6.17559 6.24610  O102 1.426, H103 1.087, H104 1.093, H105 1.092
102 O 2.24097 -6.33490 4.92729  C101 1.426, H106 0.961
103 H 3.79204 -5.85172 6.15629  C101 1.087
104 H 2.19580 -5.41893 6.79976  C101 1.093
105 H 2.72920 -7.11870 6.79579  C101 1.092
106 H 1.32815 -6.62413 5.00937  O102 0.961
107 C -3.21787 -6.04178 -9.30503  O108 1.424, H109 1.087, H110 1.093, H111 1.093
108 O -2.99565 -4.73897 -8.77364  C107 1.424, H112 0.963
109 H -4.25686 -6.30027 -9.11715  C107 1.087
110 H -3.03687 -6.06374 -10.38242  C107 1.093
111 H -2.57478 -6.77937 -8.81839  C107 1.093
112 H -2.07389 -4.51181 -8.93648  O108 0.963
113 C -6.13994 -1.26767 -1.09572  O114 1.430, H115 1.087, H116 1.090, H117 1.094
114 O -4.79260 -1.45938 -1.53340  C113 1.430, H118 0.962
115 H -6.56189 -0.45723 -1.68401  C113 1.087
116 H -6.73245 -2.16847 -1.25881  C113 1.090
117 H -6.17708 -0.99873 -0.03616  C113 1.094
118 H -4.41832 -2.18485 -1.02375  O114 0.962
119 C 2.81803 -6.34229 0.37457  O120 1.421, H121 1.087, H122 1.096, H123 1.093
120 O 2.41273 -7.07379 1.52351  C119 1.421, H124 0.963
121 H 2.38752 -6.83169 -0.49550  C119 1.087
122 H 2.45584 -5.30904 0.41439  C119 1.096
123 H 3.90656 -6.33585 0.27288  C119 1.093
124 H 2.78755 -6.64288 2.29916  O120 0.963
125 C 7.91167 -0.57904 0.74755  O126 1.425, H127 1.087, H128 1.093, H129 1.092
126 O 7.35946 -0.71382 2.05404  C125 1.425, H130 0.961
127 H 7.27671 -1.13891 0.06520  C125 1.087
128 H 7.93160 0.46823 0.43426  C125 1.093
129 H 8.92376 -0.98779 0.70282  C125 1.092
130 H 7.91736 -0.21942 2.65977  O126 0.961
131 C 0.33652 -2.53963 -8.41320  O132 1.430, H133 1.087, H134 1.093, H135 1.092
132 O 0.29823 -3.91367 -8.01765  C131 1.430, H136 0.960
133 H -0.63176 -2.27673 -8.83160  C131 1.087
134 H 0.53637 -1.89690 -7.55197  C131 1.093
135 H 1.10423 -2.38808 -9.17504  C131 1.092
136 H 1.15719 -4.12511 -7.64408  O132 0.960

Record 2
# C37H85N6O

A 6-piece molecular cluster, C37H85N6O overall (ωB97M-V/def2-TZVPD, the OMol25 dataset).

Values from the calculation:
Total charge ... +1
Orbital gap ... 5.85 eV
Largest force on an atom ... 4.8 eV/Å
Highest occupied orbital energy ... -9.390 eV
Electronic energy ... -50718.67040 eV
Spin multiplicity ... 1

Bonds (Å) are listed after each position.
Positions of all 129 atoms, in Å:
1 N 6.44916 0.07881 2.35300  C2 1.513, H10 1.043, H11 1.065, H12 1.062
2 C 6.35305 1.52486 1.91949  N1 1.513, O3 1.471, H13 1.189, H14 1.172
3 O 5.20317 2.26506 2.46187  C2 1.471, C4 1.501
4 C 4.00299 1.39723 2.21925  O3 1.501, C5 1.645, C9 1.671
5 C 3.39717 1.16558 0.70769  C4 1.645, C6 1.649, H15 1.184
6 C 2.09202 0.16691 0.56843  C5 1.649, C7 1.662, H16 1.184
7 C 1.44878 -0.59753 1.89725  C6 1.662, C8 1.668, H17 1.187
8 C 2.11408 -0.32858 3.40348  C7 1.668, C9 1.639, H18 1.179
9 C 3.39573 0.67506 3.59784  C4 1.671, C8 1.639, H19 1.183
10 H 6.07227 -0.12773 3.30374  N1 1.043
11 H 7.48774 -0.15092 2.39495  N1 1.065
12 H 5.99066 -0.49429 1.58537  N1 1.062
13 H 7.37495 2.03865 2.24556  C2 1.189
14 H 6.28494 1.58697 0.75103  C2 1.172
15 H 3.89013 1.69380 -0.23015  C5 1.184
16 H 1.64160 0.02426 -0.51723  C6 1.184
17 H 0.53051 -1.34424 1.80769  C7 1.187
18 H 1.70181 -0.86596 4.36858  C8 1.179
19 H 3.89912 0.87570 4.64981  C9 1.183
20 C -3.14649 -2.97622 0.42713  C21 1.526, H27 1.095, H28 1.095, H29 1.094
21 C -2.01589 -3.82495 -0.14777  C20 1.526, N22 1.466, H30 1.098, H31 1.095
22 N -0.99032 -4.20529 0.82827  C21 1.466, C23 1.467, C25 1.464
23 C 0.20170 -4.79752 0.21047  N22 1.467, C24 1.526, H32 1.097, H33 1.098
24 C 0.03409 -6.13233 -0.50924  C23 1.526, H34 1.091, H35 1.097, H36 1.093
25 C -1.46478 -4.88580 2.03513  N22 1.464, C26 1.526, H37 1.097, H38 1.097
26 C -2.23098 -6.19258 1.85191  C25 1.526, H39 1.094, H40 1.097, H41 1.092
27 H -2.75911 -2.06324 0.89155  C20 1.095
28 H -3.83069 -2.68018 -0.37431  C20 1.095
29 H -3.73412 -3.52440 1.16873  C20 1.094
30 H -1.54408 -3.22775 -0.93899  C21 1.098
31 H -2.45299 -4.70199 -0.63661  C21 1.095
32 H 0.98866 -4.90271 0.96750  C23 1.097
33 H 0.60434 -4.07393 -0.51046  C23 1.098
34 H -0.05144 -6.96201 0.19335  C24 1.091
35 H 0.92031 -6.33070 -1.12389  C24 1.097
36 H -0.83138 -6.14547 -1.17648  C24 1.093
37 H -2.10466 -4.19187 2.59336  C25 1.097
38 H -0.61863 -5.06674 2.71006  C25 1.097
39 H -2.95480 -6.14748 1.03335  C26 1.094
40 H -2.79070 -6.42121 2.76745  C26 1.097
41 H -1.55682 -7.03323 1.67759  C26 1.092
42 C -1.41562 -0.01944 -1.24037  C43 1.526, H49 1.095, H50 1.095, H51 1.094
43 C -0.73076 0.45411 -2.51936  C42 1.526, N44 1.466, H52 1.098, H53 1.095
44 N -1.65222 0.78542 -3.61035  C43 1.466, C45 1.467, C47 1.464
45 C -0.97373 0.99190 -4.89501  N44 1.467, C46 1.526, H54 1.097, H55 1.098
46 C -0.01846 2.17634 -5.00605  C45 1.526, H56 1.091, H57 1.097, H58 1.093
47 C -2.70010 1.76034 -3.30018  N44 1.464, C48 1.526, H59 1.097, H60 1.097
48 C -2.25891 3.14152 -2.82476  C47 1.526, H61 1.094, H62 1.097, H63 1.092
49 H -2.04998 -0.89158 -1.43080  C42 1.095
50 H -0.66087 -0.30879 -0.50234  C42 1.095
51 H -2.02683 0.76625 -0.78771  C42 1.094
52 H -0.07616 -0.36366 -2.84805  C43 1.098
53 H -0.07743 1.29760 -2.27255  C43 1.095
54 H -1.72269 1.06833 -5.69293  C45 1.097
55 H -0.40909 0.08010 -5.13006  C45 1.098
56 H -0.55547 3.12054 -5.10316  C46 1.091
57 H 0.59465 2.06885 -5.90886  C46 1.097
58 H 0.66618 2.24649 -4.15706  C46 1.093
59 H -3.35541 1.33008 -2.53334  C47 1.097
60 H -3.35640 1.88206 -4.17120  C47 1.097
61 H -1.44047 3.09830 -2.10069  C48 1.094
62 H -3.10005 3.64650 -2.33360  C48 1.097
63 H -1.95528 3.77629 -3.65930  C48 1.092
64 C 1.46194 5.14903 -2.91540  C65 1.526, H71 1.095, H72 1.095, H73 1.094
65 C 2.51729 4.94598 -1.83184  C64 1.526, N66 1.466, H74 1.098, H75 1.095
66 N 3.66345 5.85496 -1.92767  C65 1.466, C67 1.467, C69 1.464
67 C 4.77174 5.48021 -1.04190  N66 1.467, C68 1.526, H76 1.097, H77 1.098
68 C 4.52575 5.54559 0.46242  C67 1.526, H78 1.091, H79 1.097, H80 1.093
69 C 3.35466 7.28612 -1.96107  N66 1.464, C70 1.526, H81 1.097, H82 1.097
70 C 2.58379 7.86824 -0.77988  C69 1.526, H83 1.094, H84 1.097, H85 1.092
71 H 1.89707 5.04867 -3.91534  C64 1.095
72 H 0.67756 4.39240 -2.81380  C64 1.095
73 H 0.97982 6.12761 -2.83969  C64 1.094
74 H 2.87770 3.91382 -1.93198  C65 1.098
75 H 2.02936 5.01324 -0.85376  C65 1.095
76 H 5.65048 6.09172 -1.28131  C67 1.097
77 H 5.07138 4.45358 -1.29029  C67 1.098
78 H 4.53922 6.57240 0.82958  C68 1.091
79 H 5.32742 5.01303 0.98800  C68 1.097
80 H 3.58182 5.07928 0.75565  C68 1.093
81 H 2.78527 7.49486 -2.87476  C69 1.097
82 H 4.28226 7.85791 -2.09087  C69 1.097
83 H 1.76032 7.22641 -0.45439  C70 1.094
84 H 2.14866 8.83400 -1.06580  C70 1.097
85 H 3.23795 8.05851 0.07303  C70 1.092
86 C -4.62261 -4.18487 -3.43477  C87 1.526, H93 1.095, H94 1.095, H95 1.094
87 C -3.34485 -4.47039 -4.21894  C86 1.526, N88 1.466, H96 1.098, H97 1.095
88 N -2.77468 -5.79975 -3.98057  C87 1.466, C89 1.467, C91 1.464
89 C -1.42748 -5.95777 -4.54041  N88 1.467, C90 1.526, H98 1.097, H99 1.098
90 C -1.28170 -5.89148 -6.05769  C89 1.526, H100 1.091, H101 1.097, H102 1.093
91 C -3.67137 -6.93758 -4.19505  N88 1.464, C92 1.526, H103 1.097, H104 1.097
92 C -4.28618 -7.09828 -5.58232  C91 1.526, H105 1.094, H106 1.097, H107 1.092
93 H -4.46029 -4.30079 -2.35797  C86 1.095
94 H -4.94511 -3.15472 -3.61605  C86 1.095
95 H -5.44436 -4.83964 -3.73772  C86 1.094
96 H -2.61119 -3.71308 -3.91317  C87 1.098
97 H -3.54399 -4.30130 -5.28242  C87 1.095
98 H -0.99590 -6.90228 -4.18673  C89 1.097
99 H -0.78678 -5.17930 -4.10576  C89 1.098
100 H -1.62164 -6.81041 -6.53659  C90 1.091
101 H -0.22325 -5.77351 -6.31901  C90 1.097
102 H -1.81879 -5.04661 -6.49605  C90 1.093
103 H -4.48838 -6.87499 -3.46624  C91 1.097
104 H -3.15218 -7.86771 -3.93137  C91 1.097
105 H -4.63476 -6.15090 -6.00297  C92 1.094
106 H -5.15472 -7.76608 -5.52363  C92 1.097
107 H -3.58487 -7.55570 -6.28269  C92 1.092
108 C 0.57810 2.95412 4.81840  C109 1.526, H115 1.095, H116 1.095, H117 1.094
109 C 0.15681 2.14107 6.03929  C108 1.526, N110 1.466, H118 1.098, H119 1.095
110 N -0.17076 2.94831 7.21835  C109 1.466, C111 1.467, C113 1.464
111 C -0.32518 2.14894 8.43920  N110 1.467, C112 1.526, H120 1.097, H121 1.098
112 C -1.48001 1.15312 8.48915  C111 1.526, H122 1.091, H123 1.097, H124 1.093
113 C -1.18146 3.99115 7.02946  N110 1.464, C114 1.526, H125 1.097, H126 1.097
114 C -2.56212 3.55510 6.54783  C113 1.526, H127 1.094, H128 1.097, H129 1.092
115 H 1.43741 3.59365 5.04617  C108 1.095
116 H 0.86843 2.27916 4.00709  C108 1.095
117 H -0.23540 3.58097 4.44282  C108 1.094
118 H 1.00031 1.48337 6.28669  C109 1.098
119 H -0.67482 1.48867 5.75296  C109 1.095
120 H -0.40103 2.81888 9.30458  C111 1.097
121 H 0.60740 1.59213 8.59951  C111 1.098
122 H -2.43556 1.65096 8.65769  C112 1.091
123 H -1.33243 0.46311 9.32858  C112 1.097
124 H -1.55371 0.54758 7.58233  C112 1.093
125 H -0.78927 4.72647 6.31666  C113 1.097
126 H -1.29815 4.56082 7.96010  C113 1.097
127 H -2.51566 2.80824 5.75030  C114 1.094
128 H -3.10235 4.42259 6.14860  C114 1.097
129 H -3.16644 3.15758 7.36536  C114 1.092

Which value of largest force on an atom does entry 1 give?
1.7 eV/Å